(1)
C16H16FN3O2 | the ωB97M-V functional and the def2-TZVPD basis

Cartesian coordinates (Å):
C: -3.569 -2.932 0.646
C: -2.245 -2.437 0.162
C: -2.148 -1.535 -0.898
C: -0.899 -1.102 -1.287
C: 0.234 -1.577 -0.622
C: 1.550 -1.025 -1.040
O: 1.655 -0.313 -2.026
N: 2.624 -1.357 -0.275
C: 3.864 -0.640 -0.452
C: 3.877 0.644 0.406
N: 2.640 1.369 0.242
C: 1.585 1.061 1.045
O: 1.719 0.402 2.062
C: 0.250 1.569 0.616
C: 0.057 2.536 -0.366
C: -1.222 2.900 -0.742
C: -2.302 2.291 -0.129
F: -3.549 2.634 -0.510
C: -2.140 1.343 0.866
C: -0.858 0.990 1.233
C: 0.027 -2.498 0.402
N: -1.169 -2.906 0.779
H: -3.985 -3.638 -0.072
H: -3.444 -3.438 1.599
H: -4.272 -2.109 0.754
H: -3.038 -1.180 -1.395
H: -0.768 -0.395 -2.093
H: 2.461 -1.741 0.643
H: 3.928 -0.379 -1.512
H: 4.702 -1.284 -0.181
H: 3.954 0.387 1.465
H: 4.717 1.279 0.119
H: 2.444 1.682 -0.698
H: 0.895 3.029 -0.835
H: -1.391 3.646 -1.504
H: -3.003 0.896 1.333
H: -0.689 0.253 2.003
H: 0.845 -2.947 0.952

Results
Strongest force on any atom: 0.585 eV/Å
ΔE to the lowest compared entry with this formula, charge and spin: 0.000 eV
Orbital gap: 9.7 eV
HOMO level: -9.3 eV
Structure (SMILES): Cc1ccc(C(=O)NCCNC(=O)c2ccc(F)cc2)cn1
Calculated total energy: -28136.0158 eV

Atomic partial charges in e from the Mulliken method, atoms 1 to 2:
1 C -1.2167
2 C 0.6318

---

(2)
C28H37BN7O4S3Ta | the ωB97M-V functional and the def2-TZVPD basis

Cartesian coordinates (Å):
Ta: -1.425 0.298 0.737
O: -5.466 0.115 1.503
C: -4.344 0.487 1.457
O: -3.290 -0.260 1.035
C: -3.863 1.859 1.837
C: -4.616 2.893 2.349
C: -3.973 4.104 2.597
C: -2.617 4.250 2.316
C: -1.942 3.162 1.803
N: -2.563 2.003 1.589
C: -0.490 3.100 1.406
O: 0.276 4.011 1.493
O: -0.192 1.883 0.956
H: -5.670 2.746 2.540
H: -4.533 4.936 3.002
H: -2.087 5.178 2.480
C: -0.162 2.593 -5.819
C: -0.903 2.243 -4.532
C: -1.197 3.530 -3.767
C: -2.165 1.460 -4.882
N: 0.001 1.365 -3.682
C: 1.252 0.929 -4.081
C: 1.765 0.177 -3.088
N: 0.839 0.150 -2.064
B: 0.919 -0.535 -0.701
N: 0.955 -2.051 -0.672
C: 2.015 -2.896 -0.937
C: 1.591 -4.154 -0.714
N: 0.272 -4.092 -0.298
C: -0.101 -2.800 -0.276
S: -1.673 -2.180 0.155
C: -0.563 -5.299 0.082
C: 0.286 -6.552 -0.105
C: -0.955 -5.178 1.552
C: -1.772 -5.375 -0.845
N: 1.893 0.134 0.265
C: 3.008 0.898 -0.002
C: 3.493 1.330 1.182
N: 2.662 0.853 2.178
C: 1.692 0.142 1.597
S: 0.303 -0.655 2.289
C: 2.822 1.144 3.654
C: 4.119 1.917 3.861
C: 2.898 -0.182 4.406
C: 1.643 2.002 4.106
C: -0.236 0.871 -2.455
S: -1.754 1.039 -1.590
H: -0.815 3.234 -6.408
H: 0.056 1.713 -6.424
H: 0.756 3.149 -5.628
H: -1.781 4.187 -4.410
H: -0.272 4.046 -3.507
H: -1.773 3.359 -2.861
H: -2.774 2.067 -5.550
H: -2.770 1.222 -4.010
H: -1.915 0.534 -5.401
H: 1.673 1.183 -5.033
H: 2.705 -0.342 -3.031
H: -0.264 -0.408 -0.458
H: 2.981 -2.538 -1.249
H: 2.120 -5.081 -0.814
H: 1.162 -6.559 0.544
H: 0.594 -6.692 -1.142
H: -0.327 -7.408 0.170
H: -0.068 -5.100 2.182
H: -1.499 -6.076 1.842
H: -1.601 -4.323 1.739
H: -1.457 -5.432 -1.888
H: -2.446 -4.530 -0.725
H: -2.331 -6.280 -0.611
H: 3.367 1.080 -0.999
H: 4.356 1.932 1.390
H: 4.991 1.353 3.526
H: 4.232 2.090 4.930
H: 4.102 2.892 3.374
H: 3.725 -0.791 4.039
H: 1.976 -0.755 4.334
H: 3.074 0.028 5.461
H: 1.603 2.932 3.538
H: 1.775 2.247 5.160
H: 0.695 1.474 4.003

Results
Net charge: +2
Strongest force on any atom: 0.425 eV/Å
ΔE to the lowest compared entry with this formula, charge and spin: 0.000 eV
Orbital gap: 6.7 eV
HOMO level: -13.7 eV
Calculated total energy: -82986.9158 eV

Atomic partial charges in e from the Mulliken method, atoms 1 to 2:
1 Ta 0.8052
2 O -0.5068